Entry 1:
This record from the OMol25 dataset describes 2 unconnected molecules or ions with the total composition C3H9S2 at a distorted geometry. The level of theory is wB97M-V/def2-TZVPD.

Each line ends with the Mulliken charge.
Element x y z (Å)
C (-1.22563, 0.42855, -2.41738)  -0.846
S (0.49296, 0.89835, -2.74703)  -0.742
H (-1.63202, 0.88054, -1.50080)  0.188
H (-1.97549, 0.79318, -3.15534)  0.268
H (-1.33174, -0.65110, -2.41733)  0.181
C (0.70008, -0.98702, 0.12988)  -0.683
S (1.01381, -1.22986, 1.90884)  -0.151
C (0.59381, 0.36866, 2.57658)  -0.819
H (1.15221, 0.02223, 0.04220)  0.184
H (-0.37784, -1.00131, -0.02364)  0.224
H (1.06788, -1.69681, -0.61832)  0.366
H (-0.46864, 0.43540, 2.73958)  0.260
H (1.15367, 0.48197, 3.51469)  0.267
H (0.83693, 1.25723, 1.96806)  0.303

Cartesian forces, eV/Å:
-0.8 0.7 -0.4
0.1 0.2 -0.2
0.3 -0.4 0.3
0.6 -0.1 -0.1
-0.2 -0.3 0.3
-0.3 1.2 0.5
0.6 -1.3 0.0
0.2 0.9 0.0
-0.6 -0.8 -1.1
0.0 0.5 -0.1
0.7 0.1 0.7
-0.4 0.0 0.4
-0.3 -0.1 -0.1
0.3 -0.6 -0.2

**LUMO energy**: 0.1156 Ha
**Net charge**: -1



Entry 2:
This record from the OMol25 dataset describes 2 unconnected molecules or ions with the total composition C3H9S2 at a distorted geometry. The level of theory is wB97M-V/def2-TZVPD.

Each line ends with the Mulliken charge.
Element x y z (Å)
C (1.30496, -1.70970, 0.49680)  -0.902
S (2.28140, -0.43355, -0.34225)  -0.691
H (1.86146, -2.61540, 0.67796)  0.328
H (0.55115, -2.14261, -0.17965)  0.185
H (0.80113, -1.43265, 1.42324)  0.256
C (-1.36633, -0.17806, -0.96525)  -0.371
S (-1.74162, 1.13378, 0.21701)  -0.147
C (-0.16648, 1.95103, 0.49986)  -0.776
H (-2.06760, -0.98501, -0.75946)  0.264
H (-1.54693, 0.17392, -1.97935)  0.288
H (-0.38413, -0.55065, -0.83978)  -0.188
H (0.81893, 1.65034, 0.13666)  0.214
H (-0.05361, 2.19001, 1.56367)  0.241
H (-0.29234, 2.94854, 0.05054)  0.299

Cartesian forces, eV/Å:
-0.4 -0.7 -0.7
0.2 0.0 0.0
0.8 -0.2 0.5
-0.3 0.4 0.1
0.0 0.3 0.1
-1.3 0.3 -0.2
0.3 -0.5 0.2
0.1 2.4 0.2
-0.1 -0.1 0.0
0.2 0.0 -0.1
1.1 -0.1 0.0
-0.5 -1.3 -0.1
-0.1 -0.5 0.0
0.0 0.0 0.0

**LUMO energy**: 0.1231 Ha
**Net charge**: -1



Entry 3:
This record from the OMol25 dataset describes a gas-phase ion, C3HBr2O2 (charge -1) at a distorted geometry. The level of theory is wB97M-V/def2-TZVPD.

Each line ends with the Mulliken charge.
Element x y z (Å)
O (-0.89851, -0.13780, -1.93626)  -0.730
C (-0.22483, -1.18266, -1.96616)  0.543
O (-0.40597, -2.12662, -2.68071)  -0.642
C (0.74482, -1.42404, -0.81583)  0.088
Br (1.51445, -3.03776, -0.53682)  -0.095
C (0.67472, -0.43829, 0.44501)  -0.374
Br (1.54152, -0.73376, 2.05569)  -0.173
H (0.16285, 0.48901, 0.04837)  0.384

Cartesian forces, eV/Å:
0.6 1.3 0.5
-1.3 1.5 1.3
0.3 -3.0 -2.3
-0.6 5.6 6.9
0.8 -1.4 0.0
-0.4 -3.4 -7.7
-0.1 0.2 0.0
0.6 -0.9 1.3

**SMILES string**: O=C([O-])/C(Br)=C/Br
**LUMO energy**: 0.1101 Ha
**Net charge**: -1



Entry 4:
This record from the OMol25 dataset describes 2 unconnected molecules or ions with the total composition C3HBr5F2 at a distorted geometry. The level of theory is wB97M-V/def2-TZVPD.

Each line ends with the Mulliken charge.
Element x y z (Å)
C (-0.27380, 0.09747, -0.55255)  -0.165
C (-2.93458, -1.41194, 1.43496)  0.181
C (-3.86379, -2.04040, 0.64456)  0.385
F (-1.59676, -1.84556, 1.50171)  -0.258
F (-3.59561, -3.02446, -0.17897)  -0.214
Br (0.90294, -1.10919, -1.45480)  0.050
Br (-1.43162, 1.19689, -1.44066)  0.265
Br (-3.36461, -0.15053, 2.74098)  -0.035
Br (-3.98501, 0.53237, -2.69539)  -0.471
Br (-5.66989, -1.55752, 0.62301)  -0.048
H (-0.70483, -0.12803, 0.37277)  0.311

Cartesian forces, eV/Å:
-0.5 0.5 -3.0
0.0 -1.7 -0.7
1.0 1.4 1.4
-2.1 0.5 -0.4
0.6 -0.1 -0.1
-1.1 1.1 1.0
0.4 -1.0 0.0
0.3 -0.1 -0.3
0.9 0.1 0.5
0.3 0.0 0.0
0.2 -0.8 1.5

**LUMO energy**: -0.1112 Ha
**Net charge**: 0



Entry 5:
This record from the OMol25 dataset describes C3HBrF4 in the gas phase at a distorted geometry. The level of theory is wB97M-V/def2-TZVPD.

Each line ends with the Mulliken charge.
Element x y z (Å)
F (0.30162, -2.61450, 0.11858)  -0.168
C (-0.00482, -1.36647, 0.44209)  0.451
F (-0.62398, -1.22493, 1.60882)  -0.172
C (0.17344, -0.15846, -0.49059)  -0.021
Br (1.05919, -0.51898, -2.12058)  -0.118
C (-0.14184, 1.18600, -0.05269)  0.260
F (0.56654, 1.64359, 0.95988)  -0.258
F (-1.44013, 1.21049, 0.32570)  -0.253
H (0.10999, 1.84326, -0.79121)  0.278

Cartesian forces, eV/Å:
-0.4 1.4 0.6
0.2 5.1 -3.7
0.8 -0.6 -1.1
0.4 -7.7 3.6
-0.2 0.3 0.4
-0.9 -1.1 0.5
1.2 0.2 2.3
-0.7 0.5 0.0
-0.3 1.9 -2.6

**SMILES string**: FC(F)=C(Br)C(F)F
**LUMO energy**: 0.0080 Ha
**Net charge**: 0



Entry 6:
This record from the OMol25 dataset describes 2 unconnected molecules or ions with the total composition C3HBrF4 at a distorted geometry. The level of theory is wB97M-V/def2-TZVPD.

Each line ends with the Mulliken charge.
Element x y z (Å)
C (0.22836, 1.14114, -0.42768)  0.197
C (0.72277, 0.59365, -1.52684)  0.205
C (-0.82352, -0.93191, 1.41660)  0.196
F (0.39501, 2.40221, 0.02381)  -0.191
F (1.33606, 1.26724, -2.50686)  -0.222
F (-1.91397, -0.35890, 1.88236)  -0.184
F (0.08702, -1.00756, 2.29860)  -0.158
Br (0.73334, -1.24924, -1.87849)  -0.129
H (-0.76506, -1.85663, 0.71851)  0.286

Cartesian forces, eV/Å:
0.3 0.1 0.8
0.0 0.3 0.3
-0.1 -0.4 -3.0
-0.4 -1.4 -0.8
0.0 0.3 0.1
0.0 -0.7 -0.4
1.5 0.1 1.8
-0.2 0.1 0.1
-1.1 1.7 1.1

**LUMO energy (alpha / beta)**: -0.0509 / 0.0033 Ha
**Net charge**: 0



Entry 7:
This record from the OMol25 dataset describes a molecular structure, C3HBrNO2S at a distorted geometry. The level of theory is wB97M-V/def2-TZVPD.

Each line ends with the Mulliken charge.
Element x y z (Å)
C (0.66727, -1.10878, 0.75190)  -0.128
C (-0.47882, -2.89027, -0.68335)  0.087
C (-1.50985, -0.14043, 0.41009)  0.372
N (0.04307, -0.14146, 0.25921)  0.009
O (-0.64930, -4.01397, -0.50500)  -0.307
O (-2.22663, 0.84869, 0.31533)  -0.563
S (-2.06254, -1.76399, 0.54778)  -0.399
Br (2.54670, -0.97917, 0.09373)  -0.319
H (0.39190, 0.62581, -0.30440)  0.248

Cartesian forces, eV/Å:
2.0 -2.0 1.0
0.7 -0.7 -0.7
-1.3 -1.0 -0.2
-3.5 2.9 -0.7
0.1 -0.2 -0.1
2.3 -0.3 0.0
-0.9 1.1 0.8
0.4 0.2 0.0
0.3 0.0 -0.1

**LUMO energy**: 0.1202 Ha
**Net charge**: -1



Entry 8:
This record from the OMol25 dataset describes 2 unconnected molecules or ions with the total composition C3HCl3N. The level of theory is wB97M-V/def2-TZVPD.

Each line ends with the Mulliken charge.
Element x y z (Å)
C (0.12609, -0.12975, 0.22943)  -0.048
C (-3.68325, 0.82279, 0.01099)  0.213
C (-4.19167, -0.37699, 0.01400)  0.726
N (-0.99794, -0.23676, 0.36892)  -0.285
Cl (-3.27983, 2.32566, -0.01292)  0.079
Cl (-5.93307, -0.27804, 0.18769)  -0.037
Cl (-3.45253, -1.88321, -0.12736)  0.024
H (1.17860, -0.05062, 0.12128)  0.328

Cartesian forces, eV/Å:
0.4 -0.1 0.0
-0.1 -0.8 0.1
-0.6 -0.2 0.0
-0.8 0.4 0.0
0.1 0.1 0.0
0.8 0.1 -0.1
-0.3 0.4 0.0
0.4 0.0 -0.1

**LUMO energy**: -0.2703 Ha
**Net charge**: +1



Entry 9:
This record from the OMol25 dataset describes 2 unconnected molecules or ions with the total composition C3HClF2 at a distorted geometry. The level of theory is wB97M-V/def2-TZVPD.

Each line ends with the Mulliken charge.
Element x y z (Å)
C (-0.20594, -0.05275, 0.15027)  -0.348
C (-1.35686, -0.28844, 0.72402)  -0.121
C (-1.36474, 1.14181, 0.66664)  0.694
F (-1.01635, 2.05231, 1.59945)  -0.182
F (-2.08858, 1.84940, -0.20867)  -0.180
Cl (-2.95509, -2.33899, 2.01580)  -0.226
H (0.60753, -0.29075, -0.50492)  0.362

Cartesian forces, eV/Å:
-3.0 0.3 0.8
1.0 0.1 0.4
0.6 1.0 -0.4
0.0 -1.6 -0.4
0.4 -1.0 0.1
0.7 0.9 -0.6
0.3 0.2 0.1

**LUMO energy (alpha / beta)**: -0.0777 / -0.1081 Ha
**Net charge**: 0



Entry 10:
This record from the OMol25 dataset describes 2 unconnected molecules or ions with the total composition C3HClF2 at a distorted geometry. The level of theory is wB97M-V/def2-TZVPD.

Each line ends with the Mulliken charge.
Element x y z (Å)
C (0.49191, -0.00652, 0.20826)  -0.182
C (1.80464, 0.06361, 0.11191)  -0.076
C (1.15258, -1.24912, 0.27554)  0.720
F (1.25117, -2.20562, 1.24080)  -0.172
F (1.16100, -2.64653, -1.18312)  -0.552
Cl (3.12410, 0.99629, -0.43309)  -0.082
H (-0.33810, 0.70198, 0.23027)  0.343

Cartesian forces, eV/Å:
-0.9 1.0 0.1
0.7 -2.1 -1.4
1.6 -2.2 -0.3
-0.3 1.8 -1.6
-0.2 3.0 2.4
-0.8 -0.6 0.8
-0.1 -0.9 -0.1

**LUMO energy**: -0.0184 Ha
**Net charge**: 0



Entry 11:
This record from the OMol25 dataset describes a molecular structure, C3HF2NO at a distorted geometry. The level of theory is wB97M-V/def2-TZVPD.

Each line ends with the Mulliken charge.
Element x y z (Å)
C (-0.85582, -0.34988, -0.04462)  0.409
C (-0.55140, 0.96252, -0.05488)  -0.286
C (1.14904, -0.28551, 0.17277)  0.546
H (-1.07912, 1.83916, 0.06019)  0.418
N (0.83106, 0.95377, -0.02441)  -0.437
O (0.22849, -1.16877, 0.16553)  -0.184
F (-2.07509, -1.02563, -0.10034)  -0.245
F (2.35284, -0.92566, -0.17424)  -0.221

Cartesian forces, eV/Å:
-4.0 -1.7 0.5
1.5 -3.0 0.2
4.7 1.0 -2.6
-1.3 1.4 -0.3
1.9 -0.6 0.9
-3.5 -0.5 -0.4
2.6 1.4 0.3
-1.8 2.0 1.4

**LUMO energy**: 0.0224 Ha
**Net charge**: 0



Entry 12:
This record from the OMol25 dataset describes 2 unconnected molecules or ions with the total composition C3HF3 at a distorted geometry. The level of theory is wB97M-V/def2-TZVPD.

Each line ends with the Mulliken spin population.
Element x y z (Å)
C (-0.65049, 0.13389, -0.17349)  0.870
C (1.73164, 1.91720, 0.61846)  0.939
C (-0.72507, -1.13678, 0.13255)  0.062
F (2.22867, 1.94557, -0.51429)  0.071
F (0.19414, -1.94235, 0.69229)  0.015
F (-1.84969, -1.91412, -0.05904)  0.034
H (-0.92921, 0.99659, -0.69647)  0.009

Cartesian forces, eV/Å:
0.8 -2.2 0.8
-0.8 -0.1 1.7
-1.0 -0.7 -0.2
0.8 0.0 -1.7
-0.6 1.2 -0.4
1.3 1.0 0.2
-0.5 0.7 -0.3

**Spin multiplicity**: 3
**<S²>**: 2.0131
**LUMO energy (alpha / beta)**: -0.0068 / -0.0585 Ha
**Net charge**: 0



The records above yield relative energy (zero: lowest compared OMol25 entry of this formula, charge and spin) values of 27.8; 26.4; 37.5; 5.1; 0.0; 86.0; 6.1; 35.6; 95.0; 67.0; 16.7; 62.9 kcal/mol, respectively.